# 1
The following is a DFT calculation (the ωB97M-V functional and the def2-TZVPD basis) of one molecule with the formula C7H15NO in a non-equilibrium geometry.

Structure (ORCA input):
```
! RIJCOSX wB97M-V def2-TZVPD def2/J DEFGRID3
* xyz 0 1
O -0.52292 -0.79418 2.94460
N -1.00649 -0.09696 0.87036
C -0.73594 0.07036 -0.53343
C 1.02041 0.72010 1.95057
C 2.04289 -0.54822 -0.73970
C 0.58020 -0.89652 -0.97413
C -0.13695 0.04088 1.91837
C -0.46668 1.51932 -0.91640
C -1.96721 -0.43786 -1.28246
H -0.31233 1.60731 -1.98087
H 2.28689 0.44931 -1.12613
H -1.33294 2.15704 -0.62170
H 1.64225 0.66112 2.83331
H 0.39746 1.91269 -0.43607
H -2.82900 0.20076 -1.08425
H 2.67590 -1.27079 -1.26716
H 1.26535 1.49513 1.25517
H 0.43776 -0.97170 -2.05363
H -1.78036 -0.44542 -2.35544
H 2.30207 -0.64620 0.31177
H -2.21180 -1.45599 -0.98308
H 0.35813 -1.87960 -0.54762
H -0.04682 -0.54632 3.74286
H -1.65989 -0.84427 1.07505
*
```

Calculated values
- DFT total energy (hartree) = -405.67977
- orbital gap (eV) = 8.608
- lowest unoccupied orbital energy (eV) = 0.88
- SMILES = C=C(O)NC(C)(C)CC
- ΔE to the lowest compared entry with this formula, charge and spin (kJ/mol) = 151.1

These are the natural (NBO) partial charges, in e, on atoms 1 to 2:
1 O -0.695
2 N -0.646

# 2
The following is a DFT calculation (the ωB97M-V functional and the def2-TZVPD basis) of C6H18AlClNO5P2 as an isolated structure in a non-equilibrium geometry.

Structure (ORCA input):
```
! RIJCOSX wB97M-V def2-TZVPD def2/J DEFGRID3
* xyz -1 1
Cl 3.67711 3.48149 -0.91762
P 0.14430 -2.18043 2.30471
P 1.90956 4.18226 -1.84610
Al 1.06415 2.25800 -3.07871
O 0.17746 -2.99435 0.93877
O -0.15528 -0.74293 1.75495
O -0.77739 -2.08088 3.62700
O 2.45920 5.18282 -3.06903
O 1.48727 -2.39819 2.89012
N -2.78430 2.09068 -1.59426
C -1.42597 -0.08368 1.85778
C 1.53633 0.57338 -2.12605
C 0.29324 -4.42078 0.95324
C -1.65454 2.61673 -1.88691
C -0.74014 -3.15273 4.57284
C -0.93594 2.61563 -3.17646
H -1.52740 -2.95729 5.29761
H 0.73419 0.18949 -1.48585
H 0.20554 -4.74658 -0.07949
H 2.39507 0.73800 -1.46675
H 1.82457 -0.22358 -2.81713
H 1.58848 2.20335 -4.61927
H -3.13966 1.64067 -2.44332
H -0.99581 3.64043 -3.57096
H -1.15086 3.15017 -1.07163
H -2.24230 -0.80257 1.91080
H -1.43146 0.53520 2.75292
H 2.36978 6.08258 -2.75718
H -0.92512 -4.12127 4.10699
H 1.26619 -4.70223 1.35526
H -0.49994 -4.88828 1.53828
H 0.23261 -3.16511 5.06150
H -1.54477 0.53352 0.97065
H -1.43416 1.94650 -3.88671
*
```

Calculated values
- DFT total energy (hartree) = -2055.84300
- orbital gap (eV) = 6.285
- lowest unoccupied orbital energy (eV) = 2.28

These are the natural (NBO) partial charges, in e, on atoms 1 to 2:
1 Cl -0.401
2 P 2.529

# 3
The following is a DFT calculation (the ωB97M-V functional and the def2-TZVPD basis) of C45H46Br2GeN5O8S2Y as an isolated structure in a non-equilibrium geometry.

Structure (ORCA input):
```
! RIJCOSX wB97M-V def2-TZVPD def2/J DEFGRID3
* xyz -2 1
Y 0.04925 0.14226 0.89320
Br 4.91516 -1.58494 5.78979
Br 5.75706 -5.49370 -0.55309
Ge 3.58887 -0.20747 -2.73084
S -3.29278 -0.70090 -0.03511
S -0.60162 -2.68018 -1.43879
O -4.50130 0.00596 0.36079
O 1.02962 7.15241 4.58277
O -1.44196 -2.35256 3.99902
O -0.37661 6.57182 6.11898
O -0.50938 1.45554 2.62781
O -2.83174 -0.44932 -1.38027
O -0.16403 -1.68153 2.27384
O 1.51436 2.24074 0.86598
N -2.11600 -0.50083 0.98579
N -0.32465 1.29127 -0.94997
N 2.46228 -0.37771 1.97252
N 0.22219 6.36930 5.06776
N 2.78314 -1.88615 -0.46627
C 3.84706 1.72264 -2.89467
C 0.07978 5.05565 4.44835
C -1.48870 3.31677 -0.33188
C 3.43558 -4.00727 -1.40343
C 3.98434 -1.07170 4.20116
C 3.27987 0.14921 4.20477
C -0.27355 2.55718 3.21553
C 0.79725 4.76381 3.31294
C -0.98400 4.61626 -0.36255
C -2.99591 -3.41601 0.58723
C -1.24929 -1.73502 2.95991
C 2.77573 -0.50767 -0.97129
C -2.46424 3.53089 -4.60594
C -1.37842 5.55565 0.57760
C 2.70296 -2.88464 -1.41950
C -2.25918 3.35616 -3.24182
C 4.48621 -3.24645 0.64557
C -2.42849 2.98318 0.63492
C -2.82973 3.92430 1.57515
C -4.62307 -5.08587 -0.06613
C -2.40738 -0.90847 2.38194
C -5.38842 -4.07836 -0.64239
C 2.53469 0.37954 3.07558
C -2.30265 5.20831 1.55713
C 3.29412 -1.49076 1.91842
C -0.31069 2.05458 -3.70651
C 5.30736 -1.10599 -2.84863
C -4.97521 -2.75456 -0.59800
C -0.95182 2.29919 -1.30439
C -0.78812 4.11538 5.01991
C -0.49523 2.23738 -5.06499
C -1.58298 2.97655 -5.52192
C 2.44999 -0.75975 -4.22032
C -0.20687 -4.39388 -1.12063
C -5.06530 -6.52372 -0.11364
C -3.77473 -2.42027 0.01547
C -0.95502 2.89699 4.42515
C -3.42814 -4.73335 0.55202
C 0.64552 3.52461 2.69899
C -1.18825 2.60741 -2.77991
C 1.45312 3.28137 1.50561
C 3.99098 -1.89064 3.13441
C -1.69940 -2.84692 -2.84037
C 4.44287 -4.12370 -0.36319
C 3.51921 -2.17515 0.74877
H -6.08972 -6.60854 -0.47651
H -2.81752 -5.49789 1.01790
H 3.29472 -4.76582 -2.15826
H 2.32859 -1.84123 -4.25952
H 3.29865 0.12572 -0.25509
H -4.42891 -7.11309 -0.77729
H 4.48379 -2.84846 3.19311
H -0.26193 4.88172 -1.12884
H 0.50562 1.46027 -3.32104
H -1.32239 4.37443 5.92277
H 4.42762 2.10468 -2.05564
H 2.89436 -0.43140 -5.16147
H -5.01744 -6.98474 0.87357
H -2.54488 -0.02846 3.01809
H 5.92339 -0.86526 -1.98228
H 5.17109 -2.18635 -2.86969
H -6.32706 -4.32988 -1.12339
H -1.18375 -3.26817 -3.70590
H -3.32345 -1.49876 2.46611
H 1.46641 5.50363 2.89450
H 5.26657 -3.33340 1.39121
H 2.88754 2.23929 -2.90407
H -3.55037 3.64199 2.33186
H -2.04748 -3.17107 1.04434
H 1.98336 -2.69983 -2.20793
H -2.55694 -3.47363 -2.58213
H 1.93322 1.27895 3.05677
H -2.83556 1.97928 0.67302
H -1.12440 -4.96133 -0.95259
H 4.37337 1.95392 -3.82206
H 0.20144 1.79779 -5.76900
H 2.07127 4.14482 1.19001
H -2.95181 3.79259 -2.53031
H -0.95564 6.55283 0.55908
H 3.26675 0.82167 5.04600
H -5.58512 -1.97432 -1.02939
H 0.36582 -4.84830 -1.93166
H -2.60595 5.93174 2.30355
H -2.06555 -1.85059 -3.07342
H 1.45999 -0.31699 -4.13122
H -1.74218 3.11414 -6.58471
H -3.32063 4.09797 -4.95053
H 1.75595 -0.10671 -1.05842
H 0.40448 -4.42961 -0.22113
H -1.62825 2.15645 4.83528
H 5.82926 -0.78688 -3.75205
*
```

Calculated values
- DFT total energy (hartree) = -10677.88703
- orbital gap (eV) = 4.543
- lowest unoccupied orbital energy (eV) = 3.55
- ΔE to the lowest compared entry with this formula, charge and spin (kJ/mol) = 0.0

These are the Löwdin partial charges, in e, on atoms 1 to 2:
1 Y 1.483
2 Br 0.652

# 4
The following is a DFT calculation (the ωB97M-V functional and the def2-TZVPD basis) of a 3-piece molecular cluster, CH6N5 overall in a non-equilibrium geometry.

Structure (ORCA input):
```
! RIJCOSX wB97M-V def2-TZVPD def2/J DEFGRID3
* xyz 1 1
N -0.75596 -3.95699 2.45806
N 0.06088 3.84844 -4.98316
N 0.87724 1.09169 -2.13081
N -0.18371 2.83224 -0.74368
N 0.70400 3.00382 -4.55497
C 0.44798 2.08480 -1.46621
H 0.08969 -3.40037 2.52592
H 0.08832 3.72007 -0.27359
H 1.15236 0.93832 -3.07342
H -0.84836 -4.86262 3.00501
H 1.01041 0.12764 -1.71257
H -0.97901 -4.20040 1.46500
*
```

Calculated values
- DFT total energy (hartree) = -315.18648
- orbital gap (eV) = 6.231
- lowest unoccupied orbital energy (eV) = -5.48
- ΔE to the lowest compared entry with this formula, charge and spin (kJ/mol) = 0.0

These are the natural (NBO) partial charges, in e, on atoms 1 to 2:
1 N -1.112
2 N 0.091

# 5
The following is a DFT calculation (the ωB97M-V functional and the def2-TZVPD basis) of one molecule with the formula C5H6N2 in a non-equilibrium geometry.

Structure (ORCA input):
```
! RIJCOSX wB97M-V def2-TZVPD def2/J DEFGRID3
* xyz 0 3
N -1.01203 1.29637 0.06316
N -1.91528 0.36474 -0.26948
C -1.77115 -0.85079 0.01076
C 0.66860 -0.93761 -0.40174
C 0.31001 1.35232 0.24218
C -0.37832 -1.09905 0.52219
C 1.42364 0.35069 -0.19587
H -0.24859 -0.86031 1.56298
H 0.64569 2.30442 0.61514
H 1.75337 0.65491 -1.21242
H -2.62631 -1.48667 -0.15524
H 0.82038 -1.48757 -1.30620
H 2.33000 0.39854 0.52454
*
```

Calculated values
- DFT total energy (hartree) = -303.38159
- orbital gap (alpha / beta) (eV) = 7.608 / 7.506
- lowest unoccupied orbital energy (alpha / beta) (eV) = 0.64 / -1.22
- <S²> = 2.01
- ΔE to the lowest compared entry with this formula, charge and spin (kJ/mol) = 238.8

These are the natural (NBO) partial charges, in e, on atoms 1 to 2:
1 N -0.276
2 N -0.237

# 6
The following is a DFT calculation (the ωB97M-V functional and the def2-TZVPD basis) of a 11-piece molecular cluster, C4H27NO12 overall in a non-equilibrium geometry.

Structure (ORCA input):
```
! RIJCOSX wB97M-V def2-TZVPD def2/J DEFGRID3
* xyz 0 1
O 3.00621 -0.30220 3.12312
O -2.23577 1.22881 1.61286
O -2.08006 1.87388 -2.71894
O 0.59244 1.74983 -2.61626
O 0.52911 0.89132 1.72203
O 0.27138 -2.31747 3.45616
O 4.81662 1.24947 0.11189
O -2.77027 3.65876 0.07258
O 3.74946 -2.76638 0.27784
O -3.66690 -0.99941 0.81710
O -3.80164 0.01005 -1.24399
O 2.52920 -0.01173 -0.85708
N 0.52837 -1.05721 -1.16621
C 1.68965 -0.46556 -1.60440
C 0.73708 -0.13403 1.11294
C -0.18144 -0.51961 -0.03529
C -0.38103 -1.58897 -2.18681
H -3.10424 -0.22684 1.01551
H -1.14433 -0.90140 -2.53987
H -0.71292 -1.36188 0.44150
H -2.02405 4.18004 -0.22292
H -0.83426 0.33526 -0.22200
H -3.88446 -0.60221 -0.50286
H 1.01790 2.37426 -3.16882
H 1.78770 -0.46657 -2.69649
H 3.86291 -0.73429 3.18922
H -0.35119 1.88756 -2.85915
H 1.57856 -0.79008 1.34446
H 3.06275 0.26220 2.34362
H -0.83501 -2.48200 -1.76239
H 4.02880 0.79655 -0.24378
H -2.24174 2.49462 -2.00565
H 0.24158 -1.85191 -3.04565
H 3.17231 -2.43208 -0.42285
H -2.47445 2.83620 0.47947
H 1.12483 -2.08551 3.05291
H -3.81930 -1.55613 1.55643
H 0.48419 -1.91409 4.31131
H -3.99506 0.89197 -0.93357
H 3.43631 -3.68168 0.27894
H -2.42865 1.00689 -2.53204
H 4.70786 1.08755 1.04638
H -2.68415 1.42407 2.43819
H -1.30429 1.00996 1.78255
*
```

Calculated values
- DFT total energy (hartree) = -1126.22070
- orbital gap (eV) = 10.344
- lowest unoccupied orbital energy (eV) = 0.10
- SMILES = CN(C=O)CC=O.O.O.O.O.O.O.O.O.O.O
- ΔE to the lowest compared entry with this formula, charge and spin (kJ/mol) = 289.7

These are the natural (NBO) partial charges, in e, on atoms 1 to 2:
1 O -0.948
2 O -0.994

# 7
The following is a DFT calculation (the ωB97M-V functional and the def2-TZVPD basis) of a 2-piece molecular cluster, C5H8N2 overall in a non-equilibrium geometry.

Structure (ORCA input):
```
! RIJCOSX wB97M-V def2-TZVPD def2/J DEFGRID3
* xyz 0 1
N 0.13089 2.88047 -0.78577
N 1.14288 -0.07812 0.63320
C 1.27285 0.56141 -0.45251
C 0.60349 1.83508 -0.63653
C -2.30180 0.42157 0.11983
C -1.49205 -0.22818 -0.91773
C 1.91457 -1.29540 0.77327
H 1.23398 -2.13965 0.92232
H -3.21752 0.54951 -0.50419
H -1.70601 -1.31721 -0.84657
H 2.57168 -1.50714 -0.08361
H -2.60800 -0.14887 1.00697
H -1.98014 1.43570 0.37689
H 2.52373 -1.20951 1.67880
H 1.91146 0.24033 -1.28438
*
```

Calculated values
- DFT total energy (hartree) = -304.63531
- orbital gap (eV) = 8.640
- lowest unoccupied orbital energy (eV) = -0.10
- ΔE to the lowest compared entry with this formula, charge and spin (kJ/mol) = 525.6

These are the natural (NBO) partial charges, in e, on atoms 1 to 2:
1 N -0.289
2 N -0.337

# 8
The following is a DFT calculation (the ωB97M-V functional and the def2-TZVPD basis) of a 2-piece molecular cluster, C2H5NO4 overall in a non-equilibrium geometry.

Structure (ORCA input):
```
! RIJCOSX wB97M-V def2-TZVPD def2/J DEFGRID3
* xyz 0 1
O 0.67441 -1.66220 -0.09354
O 1.03982 -1.87445 -1.47666
O -0.69292 0.08505 1.78046
O 1.86969 0.71129 -0.45273
N -1.18521 1.46768 -0.07342
C -0.47777 0.35559 0.41596
C 0.96039 0.30584 0.13314
H -1.17575 2.30953 0.48980
H 1.98115 -2.09016 -1.39157
H -1.07816 1.66647 -1.05699
H -1.50516 -0.43060 1.85592
H -0.41048 -0.84404 -0.13035
*
```

Calculated values
- DFT total energy (hartree) = -434.70804
- orbital gap (eV) = 8.830
- lowest unoccupied orbital energy (eV) = -0.03
- ΔE to the lowest compared entry with this formula, charge and spin (kJ/mol) = 751.1

These are the natural (NBO) partial charges, in e, on atoms 1 to 2:
1 O -0.487
2 O -0.478

# 9
The following is a DFT calculation (the ωB97M-V functional and the def2-TZVPD basis) of a 2-piece molecular cluster, C4H11N3O2 overall in a non-equilibrium geometry.

Structure (ORCA input):
```
! RIJCOSX wB97M-V def2-TZVPD def2/J DEFGRID3
* xyz 0 1
O 0.74537 -0.10461 -2.12548
O -1.23079 0.03106 -1.17192
N 1.69788 -0.76375 0.29894
N 1.61277 0.00128 2.62159
N 0.06750 0.70144 0.93569
C -0.41496 -0.27585 -2.13266
C 1.13177 0.02129 1.28987
C -0.83599 1.24338 1.90665
C -1.23353 -0.91333 -3.25933
H -0.55998 -1.14686 -3.98660
H 2.36792 -0.66890 2.85971
H -0.61776 0.67846 -0.35446
H -1.97249 -0.05979 -3.45286
H 0.87847 -1.00073 -0.37741
H 1.10076 0.35462 3.41312
H -0.42852 1.36856 2.90894
H -1.32787 2.24543 1.60011
H -1.84692 -1.69578 -2.79423
H -1.67537 0.57544 2.04115
H 2.54172 -0.59136 -0.22081
*
```

Calculated values
- DFT total energy (hartree) = -473.73822
- orbital gap (eV) = 9.958
- lowest unoccupied orbital energy (eV) = 0.73
- SMILES = CN=C(N)N.CC(=O)O
- ΔE to the lowest compared entry with this formula, charge and spin (kJ/mol) = 169.5

These are the natural (NBO) partial charges, in e, on atoms 1 to 2:
1 O -0.663
2 O -0.759